# 1
The following is a DFT calculation (ωB97M-V/def2-TZVPD) of a cluster of 15 separate species, C76H109N7O39 in total at a distorted geometry.

ORCA input file:
```
! wB97M-V def2-TZVPD RIJCOSX def2/J DEFGRID3
* xyz 0 1
C -7.4348 4.0290 -3.6529
C -8.2261 4.7173 -2.5442
C -7.4012 5.8587 -1.8423
O -8.2387 6.5962 -0.9426
C -8.4866 5.9542 0.2975
N -9.4959 5.2345 -2.9745
H -6.4483 3.6637 -3.3675
H -7.3181 4.7387 -4.4720
H -8.0524 3.1586 -3.8741
H -8.3787 3.9743 -1.7614
H -7.1253 6.4100 -2.7413
H -6.5115 5.5368 -1.3012
H -9.3196 6.4331 0.8121
H -7.6207 5.9503 0.9596
H -8.8102 4.9233 0.1539
H -9.7521 5.8038 -2.1805
H -9.3241 5.9887 -3.6240
C 1.1543 0.1152 0.9297
C 0.3852 -0.8573 0.0886
C -0.6183 -0.0873 -0.8534
O -1.6870 0.5533 -0.1002
C -2.4928 1.3728 -0.9564
N 1.3833 -1.3843 -0.8069
H 0.5608 0.5900 1.7110
H 1.6115 0.8460 0.2626
H 2.0611 -0.3331 1.3356
H -0.1190 -1.6651 0.6190
H -1.0388 -0.8820 -1.4696
H -0.0168 0.5469 -1.5047
H -2.9487 0.7058 -1.6881
H -1.9376 2.1826 -1.4298
H -3.3507 1.8155 -0.4504
H 2.2510 -1.4077 -0.2905
H 1.5035 -0.7212 -1.5591
C 3.7579 5.2727 -0.7281
C 4.9658 5.0036 -1.6624
C 6.0034 3.9903 -1.0816
O 6.6736 4.4765 0.0706
C 7.6574 5.4903 -0.1714
N 4.3520 4.7012 -2.9139
H 2.9259 4.5725 -0.8028
H 3.3391 6.2748 -0.8201
H 4.0018 5.3541 0.3312
H 5.4386 5.9764 -1.7973
H 6.6203 3.5854 -1.8839
H 5.5375 3.0504 -0.7855
H 8.3843 5.7418 0.6009
H 7.1761 6.4664 -0.2321
H 8.3394 5.2813 -0.9955
H 3.8270 3.8743 -2.6675
H 3.6046 5.3649 -3.0582
C -2.9774 4.4690 -6.2483
C -1.6746 4.5271 -6.9660
C -0.3970 4.5348 -6.0892
O -0.1166 5.7579 -5.3338
C 0.0357 6.9812 -5.9944
N -1.5764 3.3971 -7.8976
H -3.0655 3.4310 -5.9274
H -3.8646 4.6396 -6.8581
H -2.9865 5.0363 -5.3177
H -1.5646 5.3940 -7.6175
H 0.4979 4.3592 -6.6862
H -0.4885 3.7706 -5.3174
H -0.9462 7.3540 -6.2862
H 0.7283 6.9388 -6.8350
H 0.4344 7.8658 -5.4977
H -2.3689 3.3810 -8.5235
H -0.6949 3.4265 -8.3897
C -1.9963 8.6708 2.9779
C -1.3873 7.2836 2.6195
C -1.0288 7.0317 1.1825
O -2.1597 7.4399 0.4177
C -1.8278 7.6282 -0.9522
N -0.2315 7.1570 3.4862
H -1.2873 9.4520 2.7036
H -2.2916 8.8006 4.0191
H -2.9102 8.7673 2.3917
H -2.0922 6.4819 2.8395
H -0.8073 5.9646 1.1645
H -0.1660 7.6546 0.9465
H -1.2716 8.5300 -1.2082
H -2.7424 7.5417 -1.5388
H -1.1572 6.8109 -1.2175
H 0.2505 6.2695 3.4970
H 0.4614 7.8494 3.2402
C -0.5442 -4.5684 4.9836
C -0.2490 -4.7442 6.4391
C 0.1057 -6.1808 6.8062
O -1.2020 -6.8154 7.0226
C -1.1378 -8.1471 7.3142
N 0.8388 -3.8488 6.7023
H 0.2534 -4.9146 4.3262
H -0.8540 -3.5457 4.7687
H -1.5341 -4.9897 4.8086
H -1.1256 -4.3881 6.9803
H 0.6234 -6.1814 7.7654
H 0.7135 -6.6591 6.0381
H -2.0954 -8.6118 7.5490
H -0.3574 -8.3568 8.0457
H -0.8141 -8.6095 6.3817
H 0.4907 -2.9339 6.4536
H 1.4163 -4.1968 5.9503
C -5.8545 -7.7510 -1.9986
C -5.2736 -7.7262 -0.5950
C -4.3520 -6.5360 -0.4427
O -5.0296 -5.3225 -0.3352
C -4.1817 -4.1734 -0.0505
N -6.3058 -7.7293 0.4234
H -6.6172 -8.5295 -2.0203
H -5.1162 -7.9763 -2.7681
H -6.3909 -6.8303 -2.2281
H -4.7732 -8.6681 -0.3705
H -3.7509 -6.3704 -1.3368
H -3.6606 -6.5717 0.3992
H -3.4640 -4.0504 -0.8616
H -3.6978 -4.2279 0.9247
H -4.7293 -3.2312 -0.0295
H -6.9519 -6.9628 0.3001
H -5.8092 -7.5136 1.2760
C 0.5162 -8.5569 0.0590
C 0.0991 -9.5541 -0.7542
C 0.0220 -9.4697 -2.2423
O -0.2075 -10.4569 -2.9807
C 0.2668 -8.0815 -2.6503
C 0.5843 -7.0803 -1.8466
C 0.9366 -7.2517 -0.3948
O 1.5632 -6.4924 0.3144
O 0.7901 -5.8772 -2.3862
O -0.2466 -10.7726 -0.2511
H 0.5585 -8.7474 1.1212
H 0.0272 -7.7775 -3.6586
H 0.9169 -5.1479 -1.7750
H -0.5591 -11.3450 -0.9555
C -1.3218 1.6341 7.9271
C -1.9312 1.3903 9.0966
C -2.7423 2.4253 9.8349
O -3.4748 2.1979 10.8089
C -2.7089 3.7098 9.1138
C -2.1574 3.8746 7.8926
C -1.3848 2.8618 7.1089
O -0.8821 2.9429 5.9778
O -2.3781 5.1070 7.2108
O -1.7822 0.2100 9.7618
H -0.8228 0.7605 7.5343
H -3.3377 4.5405 9.3984
H -1.7730 5.2020 6.4716
H -1.9622 0.3859 10.6882
C 2.6516 -1.2932 -6.1181
C 2.7488 -1.9433 -7.3233
C 3.6058 -1.4561 -8.4069
O 3.7161 -2.0268 -9.4878
C 4.2478 -0.1117 -8.0940
C 4.0791 0.5670 -6.9429
C 3.2756 0.0203 -5.8011
O 2.9728 0.5775 -4.7082
O 4.6341 1.7731 -6.7096
O 2.0772 -3.1219 -7.4896
H 1.9533 -1.7428 -5.4277
H 4.6199 0.4548 -8.9348
H 4.2961 2.0950 -5.8707
H 2.3296 -3.4992 -8.3356
C 7.2037 -2.2815 -4.7138
C 7.3347 -3.0141 -5.8314
C 7.0836 -4.4399 -5.8347
O 7.3000 -5.2507 -6.7329
C 6.5650 -5.0054 -4.5641
C 6.3882 -4.2446 -3.4141
C 6.6338 -2.7938 -3.4202
O 6.4501 -2.0956 -2.4663
O 5.8177 -4.7452 -2.2736
O 7.8811 -2.4395 -6.9306
H 7.4786 -1.2372 -4.7299
H 6.4691 -6.0764 -4.6647
H 5.6423 -4.0048 -1.6882
H 8.3068 -3.0845 -7.5001
C -2.4711 -3.0580 -6.0574
C -2.0687 -2.0060 -6.7635
C -1.8586 -2.0990 -8.3494
O -1.2000 -1.3488 -9.0290
C -2.4655 -3.3861 -8.8729
C -2.9081 -4.3963 -8.1206
C -2.7190 -4.3914 -6.6405
O -2.9920 -5.3656 -5.9075
O -3.3372 -5.6049 -8.6216
O -1.8166 -0.7980 -6.2507
H -2.7228 -2.9374 -5.0141
H -2.5662 -3.4169 -9.9478
H -3.6136 -6.1694 -7.8960
H -1.7990 -0.1212 -6.9313
C 6.4352 -4.3676 5.5673
C 5.8656 -4.3004 4.3263
C 6.2796 -3.5210 3.1806
O 5.6128 -3.2438 2.2059
C 7.6330 -2.9451 3.3461
C 8.3126 -3.0009 4.4914
C 7.7125 -3.5601 5.7851
O 8.2093 -3.4387 6.8691
O 9.4704 -2.3796 4.6883
O 4.7071 -4.9562 4.0777
H 6.0499 -4.9068 6.4201
H 8.0027 -2.2355 2.6207
H 9.5558 -2.3459 5.6439
H 4.3069 -4.7547 3.2287
C 5.9188 3.6192 4.3150
C 4.7722 2.8688 4.3857
C 4.6350 1.7010 5.2975
O 3.5964 1.0219 5.4479
C 5.9405 1.3382 6.0045
C 7.0790 2.0326 5.7871
C 7.2270 3.2809 4.9428
O 8.2189 3.9421 4.7106
O 8.2476 1.5067 6.4089
O 3.6468 3.2541 3.7294
H 5.9679 4.5092 3.7052
H 5.9717 0.5104 6.6974
H 9.0039 2.0976 6.3862
H 2.9406 2.7477 4.1373
C -6.7910 2.4771 5.3223
C -6.8587 1.8265 6.5124
C -6.0704 0.6466 6.9011
O -6.0994 0.1252 8.0080
C -5.2427 0.1843 5.7825
C -5.1425 0.7900 4.6174
C -5.8532 2.0463 4.2386
O -5.7148 2.6893 3.1838
O -4.2830 0.3087 3.7213
O -7.5953 2.3301 7.5649
H -7.3242 3.4023 5.1603
H -4.6811 -0.7047 6.0288
H -4.1983 0.9386 3.0018
H -7.5576 1.7813 8.3516
*
```

## Properties
Largest force on an atom in eV Å⁻¹: 4.03
LUMO in eV: -2.01
Frontier orbital gap in eV: 7.28

# 2
The following is a DFT calculation (ωB97M-V/def2-TZVPD) of a cluster of 16 separate species, C28H61Cl2F21N6O20S2 in total at a distorted geometry.

ORCA input file:
```
! wB97M-V def2-TZVPD RIJCOSX def2/J DEFGRID3
* xyz 0 1
N 0.1904 -1.3820 -2.2188
H -0.1430 -0.4821 -2.5336
H 1.1548 -1.2538 -1.9477
H 0.1380 -2.1691 -2.8495
H -0.2827 -1.5696 -1.3463
N 0.9220 0.2010 0.8289
H 0.1617 -0.4495 0.6917
H 0.6768 0.7698 1.6266
H 1.0335 0.8209 0.0393
H 1.6980 -0.3673 1.1370
N -2.4580 0.9301 1.1798
H -1.7922 1.2636 1.8622
H -2.1962 -0.0018 0.8913
H -2.4587 1.5444 0.3781
H -3.3971 0.8527 1.5433
N 3.3945 3.0076 0.7733
H 4.2388 3.5540 0.6797
H 3.3692 2.4894 1.6398
H 3.2512 2.3919 -0.0144
H 2.5589 3.5723 0.8266
N -0.3748 -1.0933 4.3275
H -1.2298 -1.5876 4.5392
H -0.6009 -0.2400 3.8367
H 0.1598 -1.6906 3.7129
H 0.1782 -0.9602 5.1620
N 3.5650 -1.3005 3.0686
H 3.3652 -0.3105 3.0537
H 4.2356 -1.3470 2.3148
H 2.7412 -1.8645 2.9158
H 3.9846 -1.5250 3.9594
C -0.0218 3.9935 -2.6396
F -1.1881 4.3195 -3.1636
F 0.8819 3.8643 -3.6398
F 0.4508 5.0185 -1.8672
S -0.2228 2.3571 -1.6064
O 0.9908 2.2608 -0.7735
O -1.4608 2.5813 -0.8513
O -0.3741 1.2619 -2.5451
C 5.3955 -0.9616 -1.7860
F 6.5111 -0.3104 -1.5547
F 5.1848 -0.7966 -3.1087
F 5.5756 -2.2529 -1.5172
S 3.9296 -0.2267 -0.7909
O 2.6933 -0.8390 -1.3364
O 4.1779 -0.6076 0.6022
O 4.0161 1.2562 -0.9662
O 1.0976 -2.4104 2.4692
C 0.4237 -3.1538 1.4939
C -1.0266 -2.7065 0.8591
O -1.2022 -1.4214 0.2219
H 0.3959 -4.1573 1.9185
H 1.0173 -3.2674 0.5868
H -1.7460 -2.7662 1.6758
H -1.3855 -3.3851 0.0852
O -0.5161 1.3701 3.0203
C 0.4796 2.3188 3.3738
C 1.8955 1.7125 3.9013
O 2.9481 1.3879 3.0191
H 0.1374 3.0879 4.0662
H 0.5828 2.8777 2.4438
H 1.7271 0.9061 4.6151
H 2.2535 2.4931 4.5726
C 8.6680 -0.2476 0.6190
C 9.0821 -1.4603 1.4280
O 8.1597 -2.5715 1.2176
C 6.9545 -2.5642 1.9295
O 6.6308 -1.7808 2.8552
C 5.9851 -3.6751 1.5118
F 5.7159 -4.4351 2.5113
F 4.8274 -3.1000 1.1903
F 6.3612 -4.3874 0.4710
H 9.4393 0.5017 0.7970
H 7.7114 0.1610 0.9446
H 8.5476 -0.4828 -0.4386
H 9.1771 -1.1074 2.4549
H 10.0918 -1.8265 1.2423
C -3.4591 4.1572 1.0749
C -3.2608 3.8532 2.5629
O -4.6245 3.6972 3.0762
C -5.4377 2.5731 2.9748
O -5.1099 1.5818 2.3626
C -6.8769 2.9232 3.4154
F -7.6058 3.1859 2.3686
F -7.4005 1.9321 3.9725
F -6.9689 3.9644 4.1725
H -3.7848 3.2491 0.5677
H -2.5218 4.5583 0.6893
H -4.1719 4.9523 0.8560
H -2.8205 4.6820 3.1172
H -2.5865 3.0094 2.7095
C -5.7158 -1.4839 0.3416
C -4.7700 -1.9776 1.4508
O -5.3060 -1.8540 2.7677
C -4.4819 -1.4017 3.7666
O -3.3070 -1.2255 3.7194
C -5.3239 -1.1932 5.0399
F -6.1555 -0.1558 4.8856
F -6.0712 -2.2411 5.2334
F -4.5309 -1.0515 6.1242
H -6.7026 -1.9160 0.5072
H -5.3834 -1.7353 -0.6656
H -5.7836 -0.4063 0.4909
H -3.7706 -1.5445 1.4918
H -4.5720 -3.0443 1.3460
C -2.4479 2.2283 -6.9331
C -1.6430 1.0879 -6.3786
O -0.3137 1.4676 -6.1982
C 0.6084 0.4762 -6.0452
O 0.3960 -0.7630 -6.0588
C 2.0474 1.0074 -5.9411
F 2.4824 0.7953 -4.7275
F 2.8945 0.3319 -6.7134
F 2.1887 2.3164 -6.1979
H -2.2975 2.4713 -7.9850
H -2.1296 3.1389 -6.4256
H -3.5294 2.1731 -6.8090
H -1.7949 0.2473 -7.0557
H -2.0371 0.6722 -5.4512
C -4.5169 -1.4153 -3.6078
C -3.3132 -0.8087 -2.9577
O -3.4887 0.5640 -3.2994
C -4.0061 1.4034 -2.3927
O -4.4313 1.0766 -1.2617
C -4.2435 2.8558 -2.8887
F -5.5402 3.0088 -3.1793
F -3.9227 3.7501 -1.9306
F -3.5801 3.1760 -3.9872
H -4.5436 -1.4055 -4.6975
H -5.3372 -0.8505 -3.1650
H -4.6353 -2.4832 -3.4240
H -2.4689 -1.1938 -3.5294
H -3.2402 -1.0468 -1.8965
Cl 3.7191 -6.3468 0.3949
C 2.6122 -5.5668 -0.7488
C 3.4333 -4.4762 -1.4471
Cl 2.4510 -3.6501 -2.6438
H 1.7602 -5.0861 -0.2680
H 2.2965 -6.2857 -1.5048
H 4.3200 -4.8849 -1.9315
H 3.6977 -3.7051 -0.7235
*
```

## Properties
Largest force on an atom in eV Å⁻¹: 4.76
LUMO in eV: 0.39
Frontier orbital gap in eV: 7.58

# 3
The following is a DFT calculation (ωB97M-V/def2-TZVPD) of the ion C3NS with charge +1 at a distorted geometry.

ORCA input file:
```
! wB97M-V def2-TZVPD RIJCOSX def2/J DEFGRID3
* xyz 1 1
C -1.3300 0.7395 0.1875
C -0.5606 0.0576 0.9463
C -0.7785 0.7386 -0.9775
N 1.3565 -0.5549 -0.7539
S 1.3125 -0.9808 0.5977
*
```

## Properties
Largest force on an atom in eV Å⁻¹: 2.16
Relative energy (zero: lowest compared OMol25 entry of this formula, charge and spin) in kJ/mol: 221.7
LUMO in eV: -8.13
Frontier orbital gap in eV: 9.34

# 4
The following is a DFT calculation (ωB97M-V/def2-TZVPD) of a cluster of 2 separate species, C5H6Cl2NO6P in total.

ORCA input file:
```
! wB97M-V def2-TZVPD RIJCOSX def2/J DEFGRID3
* xyz 0 1
O 4.0259 -1.4856 -1.6140
P 3.1476 -0.2187 -2.1455
O 3.7230 1.0419 -1.2822
C 1.5642 -0.5014 -1.2082
C 1.0984 -1.7432 -0.7668
C -0.0974 -1.8346 -0.0691
C -0.8076 -0.6893 0.1896
N -0.3431 0.4879 -0.2543
Cl -1.2844 1.8414 0.1379
C 0.8031 0.6161 -0.9379
H 3.6148 -2.0173 -0.9229
H 3.4986 0.9666 -0.3441
H 1.6817 -2.6311 -0.9775
H -0.4637 -2.7885 0.2768
H -1.7438 -0.6694 0.7396
H 1.1006 1.6113 -1.2336
O -3.6121 1.7481 3.4878
Cl -3.9178 1.6027 2.0952
O -3.2256 0.4258 1.5709
O -3.4371 2.7771 1.3677
O -5.3252 1.4602 1.8905
*
```

## Properties
Largest force on an atom in eV Å⁻¹: 0.68
LUMO in eV: -2.22
Frontier orbital gap in eV: 6.91

# 5
The following is a DFT calculation (ωB97M-V/def2-TZVPD) of a cluster of 2 separate species, O2P2S2 in total at a distorted geometry.

ORCA input file:
```
! wB97M-V def2-TZVPD RIJCOSX def2/J DEFGRID3
* xyz -2 1
O -1.7546 2.0054 0.1725
O -0.8798 -1.7546 -0.4705
P 2.0761 -0.8125 -0.1073
P -0.1863 -0.4573 -0.3885
S 0.8253 -0.3896 1.5768
S 3.2523 0.7286 -0.4638
*
```

## Properties
Largest force on an atom in eV Å⁻¹: 2.46
Relative energy (zero: lowest compared OMol25 entry of this formula, charge and spin) in kJ/mol: 656.6
LUMO (alpha / beta) in eV: 5.73 / 5.70
Frontier orbital gap (alpha / beta) in eV: 4.78 / 4.74

# 6
The following is a DFT calculation (ωB97M-V/def2-TZVPD) of a structure of composition C27H36MoN5OS2.

ORCA input file:
```
! wB97M-V def2-TZVPD RIJCOSX def2/J DEFGRID3
* xyz 3 1
Mo 0.0536 0.2654 0.1145
C -2.4739 1.4336 2.3751
C -1.8473 0.4888 3.4053
C -0.6681 -0.3764 2.9365
N 0.3013 0.3236 2.0680
C 1.4488 0.9078 2.5464
C 1.6019 1.1696 3.9002
C 2.6511 1.7765 4.5843
C 3.8129 2.3181 4.0745
C 4.2310 2.3387 2.7416
C 3.6342 1.7918 1.6272
C 2.4247 1.0868 1.4991
N 2.0667 0.5016 0.3200
C 3.0749 0.3425 -0.7389
C 2.5677 -0.5634 -1.8413
C 1.4931 0.1016 -2.6807
N 0.3076 0.4690 -1.8849
C -0.7222 1.1552 -2.4719
C -0.5629 1.7707 -3.7258
C -1.4680 2.4318 -4.5312
C -2.8260 2.6728 -4.3300
C -3.5907 2.2954 -3.2428
C -3.1951 1.6203 -2.0959
C -1.9507 1.1364 -1.7058
N -1.8003 0.4981 -0.5037
C -2.9198 -0.0665 0.2766
C -3.4707 0.8598 1.3629
H -1.6794 1.9655 1.8414
H -3.0038 2.2055 2.9358
H -2.5950 -0.2084 3.7916
H -1.5302 1.0854 4.2628
H -1.0352 -1.2236 2.3575
H -0.1406 -0.8101 3.7875
H 0.7670 0.8753 4.5242
H 2.5197 1.8536 5.6570
H 4.4807 2.7818 4.7909
H 5.1782 2.8326 2.5575
H 4.1963 1.9101 0.7112
H 3.9738 -0.0816 -0.2885
H 3.3500 1.3136 -1.1598
H 2.2140 -1.5089 -1.4236
H 3.4030 -0.8071 -2.4972
H 1.1583 -0.5673 -3.4762
H 1.9293 0.9861 -3.1531
H 0.4284 1.7014 -4.1494
H -1.0600 2.8053 -5.4634
H -3.3404 3.2078 -5.1193
H -4.6399 2.5634 -3.2828
H -3.9920 1.4511 -1.3813
H -2.5384 -0.9836 0.7300
H -3.7095 -0.3822 -0.4074
H -4.2447 0.2898 1.8830
H -3.9888 1.6966 0.8874
C 2.1803 4.3062 -1.2060
C 0.8226 4.7720 -0.7176
S 0.2531 3.8218 0.6823
O 0.0025 2.4112 0.1234
C -1.3763 4.5635 0.8934
C -1.3986 5.4748 2.1150
H 2.4602 4.8721 -2.0938
H 2.1462 3.2516 -1.4750
H 2.9547 4.4633 -0.4542
H 0.0422 4.6847 -1.4770
H 0.8425 5.8028 -0.3509
H -2.0458 3.7083 0.9898
H -1.6148 5.0941 -0.0294
H -1.2017 4.9195 3.0315
H -2.3810 5.9374 2.1985
H -0.6670 6.2798 2.0356
S -0.3494 -4.3369 -0.0574
C -0.1902 -2.8180 0.0317
N -0.0596 -1.6039 0.1007
*
```

## Properties
Largest force on an atom in eV Å⁻¹: 0.61
Relative energy (zero: lowest compared OMol25 entry of this formula, charge and spin) in kJ/mol: 1.4
LUMO (alpha / beta) in eV: -10.73 / -10.86
Frontier orbital gap (alpha / beta) in eV: 5.94 / 5.78